(1)
Molecular formula: C62H51F4NO2P2Pd
Method: DFT, the ωB97M-V functional and the def2-TZVPD basis

XYZ file:
```
123
Properties=species:S:1:pos:R:3:lowdin_charge:R:1
C 2.45553 4.02493 -1.72589 -0.067
C 1.02830 4.41476 -1.45601 -0.210
O 0.18176 3.62606 -2.34461 -0.023
C -1.12606 3.79309 -2.06379 -0.494
C -2.03755 3.24103 -3.09768 -0.129
N -3.27364 3.62006 -2.98795 0.068
C -4.46403 3.22790 -3.30019 -0.079
C -5.61560 4.00723 -2.87580 -0.208
C -6.94028 3.51727 -2.95628 -0.040
C -8.00058 4.30129 -2.50541 -0.089
C -7.76280 5.57916 -1.97552 -0.087
C -6.45126 6.06319 -1.87156 -0.076
C -5.38619 5.27346 -2.30368 -0.022
O -1.52346 4.32852 -1.03216 0.038
H 3.12585 4.71168 -1.19840 0.080
H 2.65642 3.01551 -1.34523 0.058
H 2.69813 4.06049 -2.79656 0.085
H 0.74454 4.20704 -0.41527 0.118
H 0.84614 5.47463 -1.68516 0.132
H -1.57526 3.04861 -4.08808 0.146
H -4.64753 2.28215 -3.83877 0.134
H -7.10404 2.51877 -3.36595 0.110
H -9.02222 3.92087 -2.56551 0.102
H -8.60008 6.19430 -1.63949 0.101
H -6.25323 7.05230 -1.45611 0.103
H -4.35494 5.61201 -2.19944 0.113
F 1.91400 -4.57067 -4.29602 0.036
C 1.13070 -4.32396 -3.18993 -0.235
C 1.05426 -5.31804 -2.21572 0.069
C 0.40382 -4.97354 -1.03120 -0.242
F 0.43642 -5.87158 0.01558 0.037
C -0.22308 -3.75029 -0.84230 0.020
C -0.19761 -2.78116 -1.88492 -0.212
C -0.88038 -1.53756 -1.70243 -0.036
C -0.83076 -0.42829 -2.54436 -0.054
C -1.69973 0.66654 -2.46384 0.005
C -2.90072 0.58590 -1.68569 -0.181
C -3.37867 1.64596 -0.86788 0.026
C -4.57522 1.52403 -0.18676 -0.225
F -5.09285 2.63090 0.45494 0.044
C -5.31179 0.33954 -0.13256 0.073
C -4.76110 -0.74001 -0.81745 -0.243
F -5.34148 -1.98351 -0.67122 0.030
C -3.63829 -0.62805 -1.62004 0.025
Pd 1.28410 -1.66187 0.81104 0.231
P 3.29747 -1.11938 0.03065 0.923
C 3.44487 -1.15401 -1.77105 -0.360
C 2.91778 -0.09252 -2.52619 -0.111
C 3.09662 -0.07201 -3.91007 -0.088
C 3.72622 -1.14448 -4.54933 -0.092
C 4.16539 -2.24083 -3.80564 -0.090
C 4.02293 -2.25406 -2.41987 -0.086
C 3.88859 0.50892 0.51886 -0.370
C 4.95576 1.11048 -0.17244 -0.093
C 5.40536 2.36979 0.21740 -0.087
C 4.77487 3.04692 1.26608 -0.090
C 3.68430 2.46879 1.92113 -0.075
C 3.24298 1.19839 1.55327 -0.090
C 4.33841 -2.43397 0.71643 -0.365
C 5.49032 -2.15303 1.47462 -0.075
C 6.12216 -3.19083 2.16378 -0.090
C 5.59391 -4.48642 2.13714 -0.090
C 4.44340 -4.76186 1.39254 -0.077
C 3.85147 -3.74911 0.63491 -0.128
P -0.09391 -1.16320 2.48813 0.914
C -1.21395 -2.56431 2.69068 -0.376
C -0.79070 -3.68648 3.42092 -0.086
C -1.55588 -4.85285 3.40055 -0.082
C -2.74333 -4.90368 2.66329 -0.090
C -3.17267 -3.78481 1.94273 -0.080
C -2.42183 -2.60895 1.96386 -0.123
C 1.07456 -0.96265 3.86055 -0.360
C 1.03777 0.15109 4.72452 -0.077
C 2.11255 0.38325 5.58523 -0.086
C 3.22438 -0.46497 5.57711 -0.087
C 3.26826 -1.55772 4.70804 -0.077
C 2.18272 -1.82336 3.87279 -0.134
C -1.16126 0.27783 2.43225 -0.379
C -2.31972 0.30358 3.22951 -0.095
C -3.07548 1.46825 3.30569 -0.075
C -2.68250 2.60205 2.59530 -0.078
C -1.57154 2.55377 1.75361 -0.083
C -0.81494 1.38976 1.64800 -0.082
C 0.51627 -3.08386 -3.07435 0.053
H 1.50640 -6.29374 -2.36258 0.133
H -0.75013 -3.53148 0.09380 0.101
H -1.47219 -1.47213 -0.78883 0.101
H -0.00486 -0.33810 -3.25353 0.103
H -1.36465 1.53355 -3.01039 0.059
H -2.81250 2.56647 -0.76954 0.094
H -6.23324 0.26370 0.44038 0.134
H -3.30536 -1.48365 -2.20654 0.129
H 2.37600 0.71397 -2.02687 0.098
H 2.74179 0.78352 -4.48815 0.105
H 3.86608 -1.13184 -5.63188 0.103
H 4.62416 -3.09500 -4.30506 0.107
H 4.37725 -3.10584 -1.84044 0.097
H 5.42190 0.59242 -1.01133 0.114
H 6.24929 2.82591 -0.30205 0.105
H 5.13016 4.03366 1.56975 0.104
H 3.17502 3.00236 2.72612 0.107
H 2.38716 0.73010 2.04867 0.066
H 5.88034 -1.13401 1.51327 0.103
H 7.02792 -2.98590 2.73616 0.103
H 6.07449 -5.28790 2.69894 0.102
H 3.99933 -5.75856 1.39193 0.107
H 2.97198 -3.95937 0.01975 0.086
H 0.13332 -3.63594 3.99702 0.095
H -1.21934 -5.72775 3.95889 0.104
H -3.33570 -5.82039 2.64564 0.102
H -4.09593 -3.82129 1.36118 0.103
H -2.77791 -1.72551 1.42907 0.097
H 0.18114 0.82669 4.71016 0.103
H 2.09051 1.24404 6.25507 0.103
H 4.06809 -0.26829 6.23889 0.102
H 4.14800 -2.20107 4.65965 0.101
H 2.22781 -2.65487 3.15946 0.083
H -2.62258 -0.58249 3.78814 0.110
H -3.97218 1.49070 3.92435 0.107
H -3.25703 3.52522 2.67643 0.112
H -1.29721 3.42775 1.16377 0.091
H 0.03322 1.33395 0.96161 0.093
H 0.57836 -2.34301 -3.87030 0.124
```

Results
* ΔE to the lowest compared entry with this formula, charge and spin: 10.5 kcal/mol
* lowest unoccupied orbital energy: -2.526 eV
* HOMO energy: -5.82 eV
* multiplicity: 1
* frontier orbital gap: 3.298 eV
* electronic energy: -3808.35135 Ha

(2)
Molecular formula: C4H10N2O7S
Method: DFT, the ωB97M-V functional and the def2-TZVPD basis

XYZ file:
```
24
Properties=species:S:1:pos:R:3:lowdin_charge:R:1
C 1.97826 1.03403 1.67282 0.028
C 3.23816 1.25384 1.31287 -0.258
O 4.24001 1.78646 2.10826 -0.326
S 4.33099 1.47546 3.73232 0.905
O 3.28890 2.20068 4.40601 -0.396
O 3.85492 -0.07522 3.76392 -0.275
H 1.42980 1.60745 2.40768 0.077
H 1.47049 0.19492 1.22385 0.043
H 3.57509 1.06931 0.29831 0.112
H 3.79611 -0.46021 2.87557 0.060
C -0.19127 -1.42640 -2.06901 0.054
N 0.60979 -0.44444 -1.28870 -0.438
O 0.02118 0.40860 -0.66191 0.067
O 1.82052 -0.56459 -1.33192 0.052
H -1.24184 -1.20659 -1.93708 0.048
H 0.10800 -1.32778 -3.10818 0.104
H 0.05019 -2.41605 -1.69356 0.106
C -5.20005 -0.12473 -1.69370 0.051
N -3.90228 -0.85314 -1.65724 -0.445
O -3.61145 -1.54991 -2.60941 0.062
O -3.21468 -0.69908 -0.67114 0.068
H -5.69522 -0.35948 -2.62773 0.094
H -5.77959 -0.45754 -0.83834 0.102
H -4.97604 0.93442 -1.61368 0.103
```

Results
* ΔE to the lowest compared entry with this formula, charge and spin: 147.1 kcal/mol
* lowest unoccupied orbital energy: -0.154 eV
* HOMO energy: -9.12 eV
* multiplicity: 1
* frontier orbital gap: 8.969 eV
* electronic energy: -1192.52330 Ha

(3)
Molecular formula: C22H22N3O4
Method: DFT, the ωB97M-V functional and the def2-TZVPD basis

XYZ file:
```
51
Properties=species:S:1:pos:R:3:lowdin_charge:R:1
N 4.77979 3.62342 1.90275 0.128
C 3.69357 3.44479 1.50107 -0.184
C 2.36459 3.21004 1.01027 -0.234
C 2.07487 3.36805 -0.35585 -0.021
C 0.80385 3.10149 -0.83457 -0.008
C -0.23093 2.68171 0.03840 -0.178
C -1.56258 2.36552 -0.45051 -0.006
C -2.64386 2.20914 0.38364 -0.065
N -3.86612 1.79887 -0.16254 -0.375
O -4.85890 1.50794 0.55448 0.000
O -3.91238 1.77279 -1.42734 -0.048
C 0.07052 2.56805 1.41332 -0.003
C 1.34645 2.83024 1.89042 -0.019
H 2.86851 3.69311 -1.03428 0.119
H 0.57645 3.20857 -1.89677 0.119
H -1.73565 2.50726 -1.51801 0.129
H -2.62985 2.43191 1.45036 0.122
H -0.71039 2.24704 2.09948 0.108
H 1.55962 2.73176 2.95615 0.119
C -3.20962 0.17437 -4.26673 -0.084
C -1.95412 -0.63550 -3.97606 -0.229
N -0.81756 0.14568 -3.43004 -0.073
C 0.29754 0.37462 -4.37098 -0.232
C 1.29173 -0.76756 -4.43065 -0.093
C -0.44496 0.08242 -2.08114 -0.468
C -1.54084 -0.04389 -1.14589 -0.041
C -1.34665 -0.58252 0.16524 -0.399
C -2.58478 -1.16863 0.83114 -0.141
C -3.64076 -1.75051 0.10933 -0.031
C -4.72048 -2.33715 0.78459 -0.089
C -4.74382 -2.36063 2.18534 -0.105
C -3.70036 -1.76862 2.91195 -0.094
C -2.63090 -1.17929 2.23656 -0.031
O -0.27851 -0.55970 0.79582 0.024
O 0.74485 0.22084 -1.75910 0.008
H -4.02625 -0.52071 -4.49504 0.070
H -3.50776 0.79262 -3.41279 0.046
H -3.06086 0.82003 -5.14012 0.067
H -2.20003 -1.44861 -3.26789 0.112
H -1.59532 -1.09295 -4.91532 0.107
H -0.16081 0.55577 -5.35203 0.108
H 0.79655 1.29218 -4.02683 0.108
H 2.12615 -0.50535 -5.08395 0.065
H 1.68183 -0.94701 -3.42610 0.066
H 0.80929 -1.67368 -4.80900 0.066
H -2.54013 0.15789 -1.52343 0.066
H -3.60456 -1.73540 -0.98271 0.105
H -5.54229 -2.76731 0.21016 0.095
H -5.58003 -2.82133 2.71337 0.090
H -3.71683 -1.75618 4.00360 0.093
H -1.81308 -0.70766 2.78580 0.110
```

Results
* net charge: -1
* lowest unoccupied orbital energy: 1.670 eV
* HOMO energy: -3.99 eV
* multiplicity: 1
* frontier orbital gap: 5.659 eV
* electronic energy: -1316.69532 Ha

(4)
Molecular formula: BrOP
Method: DFT, the ωB97M-V functional and the def2-TZVPD basis

XYZ file:
```
3
Properties=species:S:1:pos:R:3:lowdin_charge:R:1
O 0.99531 1.26696 -0.23330 -0.507
P -0.40766 0.96339 -0.29324 0.944
Br -0.58765 -2.23035 0.52654 -0.438
```

Results
* ΔE to the lowest compared entry with this formula, charge and spin: 49.1 kcal/mol
* lowest unoccupied orbital energy (alpha / beta): -2.914 / -2.923 eV
* HOMO energy (alpha / beta): -9.21 / -9.20 eV
* multiplicity: 1
* frontier orbital gap (alpha / beta): 6.299 / 6.280 eV
* electronic energy: -2990.56221 Ha

(5)
Molecular formula: C4H6N2O2
Method: DFT, the ωB97M-V functional and the def2-TZVPD basis

XYZ file:
```
14
Properties=species:S:1:pos:R:3:lowdin_charge:R:1
C 0.26698 1.48810 0.02187 -0.003
C 0.29815 0.08840 -0.47626 -0.338
C 2.51284 -0.76123 -0.13713 -0.304
C -2.69858 -0.84190 0.42613 -0.014
H 0.85998 1.53086 0.92490 0.081
H 0.92527 2.00801 -0.67419 0.092
H -0.77277 1.86021 0.11401 0.087
H 3.35581 -1.20291 -0.73299 0.159
H -2.46153 -1.91593 0.46978 0.078
H -3.68204 -0.56495 0.67494 0.046
N -0.74415 -0.68276 -0.55879 0.072
N -1.88761 -0.02305 -0.13922 -0.069
O 1.47436 -0.50295 -0.95298 0.038
O 2.55330 -0.47989 1.03992 0.077
```

Results
* ΔE to the lowest compared entry with this formula, charge and spin: 59.6 kcal/mol
* SMILES string: C=N/N=C(\C)OC=O
* lowest unoccupied orbital energy: 0.672 eV
* HOMO energy: -9.78 eV
* multiplicity: 1
* frontier orbital gap: 10.453 eV
* electronic energy: -415.94562 Ha

(6)
Molecular formula: C9H28N6O5
Method: DFT, the ωB97M-V functional and the def2-TZVPD basis

XYZ file:
```
48
Properties=species:S:1:pos:R:3:lowdin_charge:R:1
C 7.38093 -2.08091 4.62344 -0.764
O 8.13298 -2.59631 5.41917 0.041
N 6.06006 -2.13570 4.70608 0.143
N 7.68490 -1.34396 3.56902 0.142
H 5.50335 -1.68758 3.99238 0.103
H 5.63419 -2.56990 5.51242 0.116
H 7.03939 -1.02116 2.86247 0.106
H 8.64549 -1.07474 3.41126 0.113
C -2.86780 -3.95434 6.70960 -0.799
O -2.00082 -4.22375 5.93747 0.065
N -4.11750 -4.36863 6.64140 0.146
N -2.73642 -3.23257 7.79709 0.147
H -4.78936 -4.14544 7.36174 0.104
H -4.29106 -5.07825 5.94396 0.117
H -1.88526 -2.73067 8.00618 0.117
H -3.49876 -3.01659 8.42343 0.103
C 0.54918 0.47148 0.61748 -0.769
O 1.68842 0.24645 1.04013 0.002
N 0.29549 1.38408 -0.25445 0.156
N -0.56721 -0.12958 1.01649 0.154
H 1.05497 1.89844 -0.67720 0.125
H -0.65346 1.53808 -0.56409 0.110
H -0.46429 -0.82466 1.74200 0.117
H -1.46639 0.13205 0.63819 0.104
C 4.40847 1.24070 -5.20671 -0.052
C 3.80657 2.56148 -5.67544 -0.568
C 2.56820 2.37292 -6.49556 -0.056
O 3.58428 3.28513 -4.54084 -0.034
H 5.17453 1.36438 -4.44122 0.078
H 5.00301 0.91712 -6.06106 0.077
H 3.62643 0.50844 -5.00590 0.087
H 4.50456 3.12565 -6.29401 0.131
H 2.29243 3.35769 -6.87275 0.081
H 1.74098 2.02023 -5.87959 0.085
H 2.73193 1.66660 -7.30944 0.086
H 4.33868 3.13664 -3.96602 0.085
C -6.68563 2.46653 -2.27242 -0.048
C -6.42346 0.95456 -1.93102 -0.490
C -5.60852 0.24721 -3.05657 -0.051
O -5.77846 0.87308 -0.69066 -0.057
H -5.68761 2.90035 -2.21037 0.073
H -7.22582 2.95078 -1.45891 0.070
H -7.06038 2.64755 -3.27984 0.076
H -7.36030 0.42593 -1.75503 0.123
H -4.67535 0.80532 -3.13280 0.070
H -6.09796 0.16645 -4.02715 0.078
H -5.11649 -0.70435 -2.85523 0.070
H -6.39111 1.25375 -0.05712 0.087
```

Results
* ΔE to the lowest compared entry with this formula, charge and spin: 51.2 kcal/mol
* SMILES string: NC(N)=O.NC(N)=O.NC(N)=O.CC(C)O.CC(C)O
* lowest unoccupied orbital energy: 0.391 eV
* HOMO energy: -9.69 eV
* multiplicity: 1
* frontier orbital gap: 10.084 eV
* electronic energy: -1064.48340 Ha

Q: What is the formula in the second record?
A: C4H10N2O7S

Q: Look up the multiplicity of the sixth one.
A: 1

Repeat the second record exactly.
Molecular formula: C4H10N2O7S
Method: DFT, the ωB97M-V functional and the def2-TZVPD basis

XYZ file:
```
24
Properties=species:S:1:pos:R:3:lowdin_charge:R:1
C 1.97826 1.03403 1.67282 0.028
C 3.23816 1.25384 1.31287 -0.258
O 4.24001 1.78646 2.10826 -0.326
S 4.33099 1.47546 3.73232 0.905
O 3.28890 2.20068 4.40601 -0.396
O 3.85492 -0.07522 3.76392 -0.275
H 1.42980 1.60745 2.40768 0.077
H 1.47049 0.19492 1.22385 0.043
H 3.57509 1.06931 0.29831 0.112
H 3.79611 -0.46021 2.87557 0.060
C -0.19127 -1.42640 -2.06901 0.054
N 0.60979 -0.44444 -1.28870 -0.438
O 0.02118 0.40860 -0.66191 0.067
O 1.82052 -0.56459 -1.33192 0.052
H -1.24184 -1.20659 -1.93708 0.048
H 0.10800 -1.32778 -3.10818 0.104
H 0.05019 -2.41605 -1.69356 0.106
C -5.20005 -0.12473 -1.69370 0.051
N -3.90228 -0.85314 -1.65724 -0.445
O -3.61145 -1.54991 -2.60941 0.062
O -3.21468 -0.69908 -0.67114 0.068
H -5.69522 -0.35948 -2.62773 0.094
H -5.77959 -0.45754 -0.83834 0.102
H -4.97604 0.93442 -1.61368 0.103
```

Results
* ΔE to the lowest compared entry with this formula, charge and spin: 147.1 kcal/mol
* lowest unoccupied orbital energy: -0.154 eV
* HOMO energy: -9.12 eV
* multiplicity: 1
* frontier orbital gap: 8.969 eV
* electronic energy: -1192.52330 Ha

Repeat the fourth record exactly.
Molecular formula: BrOP
Method: DFT, the ωB97M-V functional and the def2-TZVPD basis

XYZ file:
```
3
Properties=species:S:1:pos:R:3:lowdin_charge:R:1
O 0.99531 1.26696 -0.23330 -0.507
P -0.40766 0.96339 -0.29324 0.944
Br -0.58765 -2.23035 0.52654 -0.438
```

Results
* ΔE to the lowest compared entry with this formula, charge and spin: 49.1 kcal/mol
* lowest unoccupied orbital energy (alpha / beta): -2.914 / -2.923 eV
* HOMO energy (alpha / beta): -9.21 / -9.20 eV
* multiplicity: 1
* frontier orbital gap (alpha / beta): 6.299 / 6.280 eV
* electronic energy: -2990.56221 Ha